# 1
A structure of composition C17H9Br3N2O3S3Ti in a non-equilibrium geometry. Source: OMol25; level of theory: the ωB97M-V functional and the def2-TZVPD basis.

Structure (XYZ):
```
38
Properties=species:S:1:pos:R:3:nbo_charge:R:1
Ti 0.368 -0.192 -0.593 1.44
C -0.351 3.185 -1.197 -0.65
C -1.225 2.511 -0.190 0.20
C -2.204 3.205 0.479 -0.25
C -3.029 2.611 1.437 -0.28
C -2.847 1.234 1.712 -0.12
C -3.564 0.473 2.658 -0.09
Br -4.922 1.309 3.716 -0.03
C -3.326 -0.866 2.868 -0.27
C -2.356 -1.505 2.106 -0.15
Br -2.033 -3.356 2.368 0.02
C -1.623 -0.830 1.136 0.25
O -0.703 -1.409 0.368 -0.70
C -1.846 0.553 0.975 0.19
N -1.023 1.170 0.041 -0.59
H -0.502 4.265 -1.154 0.19
H -0.570 2.837 -2.210 0.24
H 0.699 2.965 -1.015 0.24
H -2.320 4.259 0.253 0.19
H -3.784 3.181 1.959 0.20
H -3.889 -1.416 3.608 0.22
S 0.308 0.881 -5.194 -0.27
C 0.347 0.498 -3.564 -0.48
S 1.720 0.759 -2.540 -0.18
S -0.952 -0.279 -2.721 -0.17
Br 0.340 -3.680 -1.933 0.06
C 1.899 -2.856 -1.224 0.16
C 3.062 -3.551 -1.335 -0.30
C 4.254 -3.014 -0.784 -0.28
C 4.151 -1.828 -0.090 -0.18
C 2.944 -1.166 -0.012 -0.01
N 1.779 -1.623 -0.654 -0.60
C 2.768 0.048 0.801 0.75
O 3.640 0.492 1.526 -0.65
O 1.545 0.563 0.695 -0.74
H 3.053 -4.510 -1.832 0.21
H 5.198 -3.535 -0.885 0.19
H 4.993 -1.380 0.423 0.23
```

## Properties
- spin multiplicity = 3
- net charge = -2
- E_HOMO (alpha / beta) (eV) = -0.21 / -1.97
- Kohn-Sham gap (alpha / beta) (Ha) = 0.155 / 0.220
- LUMO (alpha / beta) (eV) = 4.01 / 4.01
- maximum force (hartree/bohr) = 0.035

***

# 2
A structure of composition C18H10BaCl5N4S4. Source: OMol25; level of theory: the ωB97M-V functional and the def2-TZVPD basis.

Structure (XYZ):
```
42
Properties=species:S:1:pos:R:3:nbo_charge:R:1
Ba -0.087 -0.510 -0.287 1.76
Cl -0.536 2.789 2.174 -0.03
C 1.175 2.507 1.895 -0.07
C 1.525 1.796 0.767 -0.50
C 2.880 1.606 0.587 -0.07
Cl 3.379 0.695 -0.835 -0.03
C 3.858 2.080 1.456 -0.10
Cl 5.540 1.804 1.167 0.03
C 3.451 2.797 2.581 -0.09
Cl 4.626 3.410 3.685 0.03
C 2.093 3.017 2.809 -0.10
Cl 1.589 3.912 4.200 0.02
S -1.687 -2.374 1.442 -0.60
C -0.167 -3.254 1.752 -0.21
C 0.103 -3.581 3.088 -0.18
C 1.241 -4.265 3.472 -0.27
C 2.168 -4.636 2.504 -0.25
C 1.930 -4.315 1.181 -0.22
C 0.776 -3.635 0.761 -0.21
S 0.615 -3.316 -0.980 -0.62
H -0.625 -3.280 3.831 0.20
H 1.405 -4.501 4.517 0.19
H 3.073 -5.166 2.779 0.20
H 2.647 -4.591 0.418 0.21
N 0.495 3.285 -1.686 -0.81
C -0.392 2.680 -2.498 0.28
N -0.716 1.417 -2.403 -0.59
C -1.598 1.056 -3.408 0.12
C -1.962 2.048 -4.253 -0.46
S -1.155 3.514 -3.824 0.34
C -2.076 -0.329 -3.463 0.12
C -2.476 -0.976 -4.581 -0.46
S -2.975 -2.579 -4.182 0.34
C -2.575 -2.267 -2.508 0.31
N -2.115 -1.061 -2.291 -0.60
N -2.803 -3.188 -1.555 -0.81
H 0.803 2.753 -0.859 0.43
H 0.511 4.287 -1.636 0.39
H -2.673 2.002 -5.059 0.24
H -2.458 -0.612 -5.594 0.24
H -2.703 -4.151 -1.837 0.39
H -2.366 -2.993 -0.638 0.44
```

## Properties
- net charge = -1
- ΔE to the lowest compared entry with this formula, charge and spin (kcal per mole) = 4.07
- E_HOMO (eV) = -3.86
- Kohn-Sham gap (Ha) = 0.214
- LUMO (eV) = 1.95
- maximum force (hartree/bohr) = 0.004

***

# 3
A structure of composition C18H10Cl4MnN4O6 in a non-equilibrium geometry. Source: OMol25; level of theory: the ωB97M-V functional and the def2-TZVPD basis.

Structure (XYZ):
```
43
Properties=species:S:1:pos:R:3:nbo_charge:R:1
Mn -0.143 -0.633 -0.219 1.44
O 3.909 0.213 -0.807 -0.73
C 2.780 -0.283 -0.830 0.61
N 1.983 -0.589 0.224 -0.70
C 2.442 -0.249 1.519 -0.26
C 1.388 -0.645 2.572 0.26
C 1.594 -0.949 3.893 -0.27
C 0.534 -1.279 4.704 -0.17
C -0.728 -1.386 4.147 -0.28
C -0.903 -0.994 2.810 0.07
N 0.135 -0.618 2.043 -0.47
C 2.091 -0.568 -2.189 0.19
C 2.788 -0.414 -3.431 -0.24
C 2.113 -0.475 -4.607 -0.19
C 0.716 -0.716 -4.559 -0.27
C 0.092 -0.952 -3.314 0.06
N 0.769 -0.891 -2.182 -0.49
H 2.685 0.841 1.514 0.22
H 3.450 -0.692 1.751 0.18
H 2.623 -0.957 4.221 0.20
H 0.750 -1.426 5.779 0.20
H -1.542 -1.764 4.665 0.20
H -1.875 -0.788 2.388 0.23
H 3.858 -0.136 -3.324 0.24
H 2.647 -0.373 -5.542 0.20
H 0.160 -0.704 -5.480 0.20
H -0.971 -1.183 -3.200 0.21
Cl -3.257 5.669 -0.638 -0.05
C -2.822 4.005 -0.366 -0.10
C -3.860 3.041 -0.107 -0.19
Cl -5.470 3.533 0.000 -0.02
C -3.559 1.699 0.071 -0.16
Cl -4.840 0.561 0.361 -0.04
C -2.238 1.235 0.025 0.32
O -1.981 0.014 0.135 -0.85
C -1.170 2.218 -0.250 0.30
O 0.024 1.798 -0.282 -0.77
C -1.504 3.635 -0.420 -0.20
Cl -0.226 4.791 -0.484 -0.03
O -1.067 -4.575 -0.068 -0.46
N -0.630 -3.448 -0.149 0.71
O 0.535 -3.157 0.299 -0.52
O -1.282 -2.409 -0.673 -0.61
```

## Properties
- spin multiplicity = 6
- net charge = -2
- E_HOMO (alpha / beta) (eV) = -0.39 / -0.48
- Kohn-Sham gap (alpha / beta) (Ha) = 0.188 / 0.191
- LUMO (alpha / beta) (eV) = 4.71 / 4.71
- maximum force (hartree/bohr) = 0.067